Version a
A molecular structure, C14H32LiNO14P, computed with wB97M-V/def2-TZVPD.

```
63
Properties=species:S:1:pos:R:3
C 4.6443 2.0571 -0.6922
N 3.5833 3.0529 -0.4085
C 4.0517 3.8688 0.8155
C 3.4708 3.8358 -1.7110
C 2.4358 2.1027 -0.1698
C 1.1642 2.9950 -0.1154
O 0.0187 2.1357 0.1092
H 5.7196 2.5920 -0.8121
H 4.4515 1.2960 -1.5308
H 4.8903 1.5256 0.2894
H 3.4951 4.5210 1.3659
H 4.8756 4.7049 0.4262
H 4.4365 3.2353 1.6032
H 2.9500 3.2388 -2.5630
H 4.3656 4.2929 -2.1329
H 2.8433 4.7392 -1.5072
H 2.3654 1.6189 0.8422
H 2.3844 1.3128 -0.9052
H 0.7902 3.1889 -1.0314
H 1.0781 3.6153 0.6845
H 0.2395 1.1752 -0.0160
Li 0.0405 -1.5144 -0.8261
P 2.2929 -1.2254 0.4141
O 1.6023 -2.3288 -0.2851
O 0.9820 -0.3966 0.2698
O 3.4569 -0.7460 -0.3759
O 2.6670 -1.6630 1.7464
C -2.0037 0.3430 1.6194
O -3.1431 -0.2767 2.2477
C -3.2471 -0.0188 3.4890
O -2.7539 0.9400 4.0695
O -4.2411 -0.8111 4.1779
C -4.3966 -0.6415 5.5219
H -1.2962 -0.5558 1.5229
H -1.4133 1.0623 1.9452
H -2.3216 0.4271 0.4697
H -4.5299 0.3908 5.9060
H -3.6488 -1.3735 5.9438
H -5.3237 -1.3272 5.8382
C -4.1326 -2.9100 -0.1698
O -3.4327 -3.2394 0.9508
C -2.0945 -3.2643 0.8090
O -1.4509 -2.6417 -0.1117
O -1.3918 -3.6582 1.9193
C 0.0060 -3.2742 2.2081
H -4.0180 -3.5926 -0.6752
H -3.7906 -1.8054 -0.5681
H -5.1175 -2.8839 0.0727
H 0.4082 -3.8357 2.9356
H 0.1548 -2.1957 2.3723
H 0.9348 -3.5558 1.4631
C -2.4382 -3.2341 -4.4044
O -1.6151 -2.1270 -4.8477
C -1.0402 -1.2686 -3.9312
O -1.0616 -1.4012 -2.6576
O -0.2837 -0.2722 -4.5107
C 0.2237 0.8552 -3.7998
H -3.5432 -2.8812 -4.0005
H -1.8618 -3.6044 -3.5193
H -2.5373 -3.9857 -5.1085
H 0.3357 1.6875 -4.4810
H 1.2460 0.6099 -3.2916
H -0.4761 1.0899 -2.8884
```

## Properties
HOMO level: -1.96 eV
Gap between HOMO and LUMO: 3.9 eV
Net charge: -1
LUMO level: 1.895 eV


Version b
A molecular structure, C14H32LiNO14P, computed with wB97M-V/def2-TZVPD.

```
63
Properties=species:S:1:pos:R:3
C 51.4360 22.8750 4.3020
N 50.1820 23.5710 4.8010
C 50.3820 23.7500 6.2710
C 50.0310 24.8260 4.1300
C 48.9600 22.6860 4.5430
C 47.6150 23.1560 4.9480
O 46.8080 21.9870 5.0260
H 52.3040 23.4870 4.1670
H 51.3860 22.4870 3.2880
H 51.8000 22.2210 4.9680
H 49.7430 24.4080 6.7460
H 51.5460 24.0200 6.5250
H 50.3050 22.8390 6.8340
H 50.0670 24.8020 3.1140
H 50.8930 25.3710 4.3910
H 49.2240 25.3730 4.1190
H 49.1030 21.8310 5.0630
H 48.8970 22.4570 3.4550
H 47.2580 23.8700 4.1050
H 47.5430 23.6410 5.9950
H 45.9450 22.2310 4.7210
Li 44.5330 21.2810 3.1340
P 44.3110 23.4340 2.7690
O 43.2080 22.5900 2.5450
O 44.7130 22.8400 4.0820
O 44.4800 24.8830 2.6840
O 45.4350 22.7360 2.0830
C 41.1880 20.4630 1.6430
O 40.7670 19.3460 0.6860
C 39.5790 19.3910 0.2940
O 38.7490 20.2570 0.5480
O 39.1290 18.3890 -0.5370
C 37.7740 18.2700 -0.8610
H 42.2100 20.0110 2.4030
H 40.3690 20.7420 2.1790
H 41.7100 21.2200 1.1490
H 37.4250 18.8070 -1.6230
H 37.0430 18.5270 -0.0160
H 37.4880 17.3280 -1.4010
C 42.4950 21.7120 5.7370
O 42.0850 20.9960 6.8920
C 41.1680 20.2010 6.8090
O 40.1340 20.4120 6.1210
O 41.2210 19.1190 7.7580
C 40.3060 17.9920 7.8300
H 42.7620 21.1040 4.8730
H 43.1250 22.5510 5.9910
H 41.5520 22.0860 5.2340
H 39.4970 17.9560 7.1050
H 39.7550 18.1670 8.7830
H 40.9050 16.9730 7.8230
C 43.8370 16.6220 3.0940
O 44.0830 17.2720 1.8430
C 44.4150 18.5700 1.7990
O 44.3600 19.3080 2.7750
O 44.7760 18.9130 0.6370
C 45.0150 20.3020 0.3170
H 43.8540 15.4950 3.0600
H 43.0420 17.0930 3.4600
H 44.5670 16.7610 3.5870
H 44.2850 20.9490 0.4340
H 45.2140 20.2310 -0.7420
H 46.1300 20.3760 0.7330
```

## Properties
HOMO level: -1.56 eV
Gap between HOMO and LUMO: 2.8 eV
Net charge: -1
LUMO level: 1.216 eV


Which of them is most stable? Easy: version a.


Version a
A single C4H5NS2 molecule, computed with wB97M-V/def2-TZVPD.

```
12
Properties=species:S:1:pos:R:3
S 0.0450 3.0954 -0.0056
C -1.0161 1.8732 0.1895
C -0.6162 0.4647 0.0573
N -1.5835 -0.3782 -0.0728
S -1.0530 -1.9857 -0.2378
C 0.7033 -1.5809 0.0697
C 0.7806 -0.0462 -0.1274
H -2.1029 2.0127 0.3052
H 0.9598 -1.9394 1.1456
H 1.3808 -2.1153 -0.5948
H 1.5573 0.4081 0.4411
H 0.9449 0.1917 -1.1700
```

## Properties
HOMO level: -8.68 eV
Gap between HOMO and LUMO: 7.6 eV
LUMO level: -1.057 eV
SMILES string: S=CC1=NSCC1


Version b
2 unconnected molecules or ions with the total composition C4H5NS2, computed with wB97M-V/def2-TZVPD.

```
12
Properties=species:S:1:pos:R:3
C -1.5752 1.1863 0.0527
C 1.2700 -0.3583 -0.2057
C -1.1392 2.3287 0.5016
C 1.5769 -1.6710 -0.6507
N 1.0060 0.6698 0.2541
S -2.1560 -0.2725 -0.4025
S -1.9434 -1.4974 1.1028
H -1.7739 3.2166 0.4968
H -0.1132 2.4074 0.8944
H 1.3759 -1.8463 -1.6464
H 0.8029 -2.2268 0.0107
H 2.6692 -1.9366 -0.4077
```

## Properties
HOMO level (alpha / beta): -8.15 / -8.15 eV
Gap between HOMO and LUMO (alpha / beta): 7.3 / 7.3 eV
LUMO level (alpha / beta): -0.887 / -0.885 eV


Which of them is most stable? Easy: version a.


Version a
A single C4H5NS2 molecule, computed with wB97M-V/def2-TZVPD.

```
12
Properties=species:S:1:pos:R:3
S 3.2875 -0.3221 -0.0770
N 1.9377 0.7006 -0.1466
C 0.7567 0.2356 -0.0854
C -0.4658 1.1024 -0.1271
C -1.6731 0.1930 -0.0224
C -1.2937 -1.1061 -0.0542
S 0.4202 -1.4047 -0.1750
H 2.7166 -1.4797 0.7322
H -0.5359 1.7621 -0.9497
H -0.4595 1.8097 0.7796
H -2.7588 0.4132 0.1555
H -1.9319 -1.9040 -0.0299
```

## Properties
HOMO level: -8.16 eV
Gap between HOMO and LUMO: 8.8 eV
LUMO level: 0.631 eV
SMILES string: S/N=C1/CC=CS1


Version b
A molecular structure, C4H5NS2, computed with wB97M-V/def2-TZVPD.

```
12
Properties=species:S:1:pos:R:3
C 1.9293 -0.5571 -0.7487
C -0.4031 -0.4711 0.6575
C -1.7051 0.2105 0.2307
C -0.9359 1.3049 -0.4499
H 2.5964 -0.7816 -1.5731
H 0.3252 0.4115 1.0357
H -0.3837 -1.3553 1.6776
H -2.2216 0.4840 1.1779
H -2.2847 -0.5167 -0.5941
N -0.0100 1.9933 -1.0476
S 2.7040 0.6165 0.2688
S 0.3892 -1.3389 -0.6346
```

## Properties
HOMO level: -8.76 eV
Gap between HOMO and LUMO: 8.3 eV
LUMO level: -0.454 eV


Which of them is most stable? Easy: version a.